# C24H33ClI2P3Ru

A molecular structure, C24H33ClI2P3Ru in a non-equilibrium geometry (wB97M-V/def2-TZVPD, the Open Molecules 2025 dataset).

## Properties
Total charge: +3
<S²>: 6.04
Multiplicity: 5
HOMO level (alpha / beta) in eV: -17.72 / -17.53
Strongest force on any atom in eV/A: 3.89
Gap between HOMO and LUMO (alpha / beta) in Eh: 0.2695 / 0.1584

Cartesian coordinates (Å):
I (-2.76450, -1.21456, 0.56361)
I (2.23369, -1.50015, 0.48062)
Ru (0.27568, 0.17431, 0.12862)
P (-0.05582, -0.87607, -1.87422)
C (1.33794, -0.85984, -3.04978)
C (-0.36231, -2.66131, -1.66406)
H (-0.47770, -3.12313, -2.65362)
H (-1.56702, -0.99417, -3.76157)
H (-1.28160, -2.79251, -1.07539)
H (-2.36714, -0.33379, -2.29350)
H (2.27137, -1.11288, -2.53216)
H (0.47658, -3.11911, -1.12754)
C (-1.45501, -0.31933, -2.90147)
H (1.15976, -1.59994, -3.84310)
H (-1.26991, 0.69546, -3.26521)
H (1.43078, 0.13560, -3.49764)
P (0.06913, 0.22391, 2.40707)
C (1.50493, 0.88422, 3.31412)
C (-1.31920, 1.18731, 3.09728)
H (-1.02869, -1.90650, 2.65847)
H (-0.32679, -1.34124, 4.21189)
H (0.73537, -2.04238, 2.93896)
C (-0.15557, -1.43353, 3.13037)
H (-2.25771, 0.79349, 2.68585)
H (-1.31926, 1.09600, 4.19280)
H (1.27453, 0.92176, 4.38822)
H (1.72680, 1.89821, 2.95777)
H (-1.20878, 2.23969, 2.81654)
H (2.37447, 0.23724, 3.14884)
Cl (-1.63710, 1.79260, -0.15070)
C (5.87223, 0.46331, -1.16468)
C (5.43769, 0.68349, 0.14320)
C (4.15014, 1.17119, 0.37278)
C (3.30770, 1.51167, -0.70119)
C (3.75781, 1.29209, -2.00755)
C (5.02514, 0.74972, -2.23629)
P (1.52815, 1.93968, -0.37636)
C (1.73230, 3.30192, 0.87661)
C (0.55736, 3.82529, 1.43579)
C (0.60595, 4.77782, 2.45589)
C (1.84058, 5.28355, 2.86845)
C (3.01116, 4.84730, 2.24395)
C (2.95848, 3.87220, 1.24098)
C (1.27103, 3.06838, -1.82411)
C (0.09681, 3.01004, -2.57826)
C (-0.10517, 3.86381, -3.66463)
C (0.85183, 4.83245, -3.97044)
C (2.02248, 4.91911, -3.20558)
C (2.23157, 4.03821, -2.13931)
H (6.86996, 0.05862, -1.34509)
H (6.09237, 0.46435, 0.98948)
H (3.79946, 1.29519, 1.39755)
H (3.11561, 1.54058, -2.85416)
H (5.34454, 0.55304, -3.26113)
H (-0.40530, 3.47242, 1.06242)
H (-0.31912, 5.12479, 2.92064)
H (1.88786, 6.02676, 3.66543)
H (3.97585, 5.26646, 2.53300)
H (3.88456, 3.57364, 0.75544)
H (-0.68304, 2.31602, -2.27533)
H (-1.01427, 3.77468, -4.26165)
H (0.69331, 5.52916, -4.79396)
H (2.77953, 5.67274, -3.43556)
H (3.15097, 4.11351, -1.56078)

Partial charges, Löwdin, in e: number 1, I, carries 0.68; number 2, I, carries 0.89; number 3, Ru, carries 0.08; number 4, P, carries 0.59; number 5, C, carries -0.24; number 6, C, carries -0.29; number 7, H, carries 0.08; number 8, H, carries 0.08; number 9, H, carries -0.04; number 10, H, carries 0.00; number 11, H, carries 0.01; number 12, H, carries 0.01; number 13, C, carries -0.24; number 14, H, carries 0.08; number 15, H, carries 0.03; number 16, H, carries 0.04; number 17, P, carries 0.60; number 18, C, carries -0.23; number 19, C, carries -0.26; number 20, H, carries -0.03; number 21, H, carries 0.08; number 22, H, carries 0.00; number 23, C, carries -0.29; number 24, H, carries -0.01; number 25, H, carries 0.08; number 26, H, carries 0.08; number 27, H, carries 0.03; number 28, H, carries 0.03; number 29, H, carries 0.03; number 30, Cl, carries 0.11; number 31, C, carries -0.02; number 32, C, carries -0.04; number 33, C, carries -0.20; number 34, C, carries -0.42; number 35, C, carries -0.11; number 36, C, carries -0.02; number 37, P, carries 0.92; number 38, C, carries -0.34; number 39, C, carries -0.13; number 40, C, carries -0.03; number 41, C, carries 0.00; number 42, C, carries -0.01; number 43, C, carries -0.07; number 44, C, carries -0.27; number 45, C, carries -0.09; number 46, C, carries 0.05; number 47, C, carries 0.05; number 48, C, carries 0.02; number 49, C, carries 0.00; number 50, H, carries 0.13; number 51, H, carries 0.13; number 52, H, carries 0.09; number 53, H, carries 0.10; number 54, H, carries 0.13; number 55, H, carries 0.02; number 56, H, carries 0.13; number 57, H, carries 0.14; number 58, H, carries 0.13; number 59, H, carries 0.11; number 60, H, carries 0.00; number 61, H, carries 0.15; number 62, H, carries 0.15; number 63, H, carries 0.14; number 64, H, carries 0.13